No. 1
DFT (ωB97M-V with the def2-TZVPD basis set) results for C28H37BrClIN4O2S5SbSiV as an isolated structure.

The geometry in XYZ format:
```
82
Properties=species:S:1:pos:R:3:forces:R:3:lowdin_spin:R:1
V 0.37260 -0.31496 0.01377 -0.066 0.116 -0.137 1.92
Cl 1.82900 1.64251 6.80026 0.001 0.000 0.003 0.00
C 1.12185 1.16174 5.28011 0.001 -0.002 -0.007 0.01
C 0.07769 0.28475 5.29064 -0.006 0.005 0.003 0.00
C -0.47568 -0.14320 4.08466 -0.003 0.014 0.010 0.01
I -2.01667 -1.53991 4.11290 0.000 -0.008 0.001 0.00
C -0.02088 0.27857 2.83611 0.042 -0.034 -0.010 0.00
O -0.52377 -0.23473 1.76142 -0.033 0.002 0.097 0.01
C 1.02403 1.27362 2.85604 -0.014 0.010 0.007 0.01
N 1.48332 1.86420 1.67982 0.015 0.009 0.035 0.01
C 2.54172 2.65705 1.65923 -0.036 0.001 -0.007 0.03
C 3.19817 3.01768 2.83753 -0.006 -0.005 0.024 0.00
C 2.73233 2.56774 4.02981 0.006 -0.009 -0.024 0.03
C 1.62966 1.67798 4.06752 -0.004 0.007 0.003 0.00
H -0.30308 -0.09402 6.22849 0.001 0.000 -0.001 0.00
H 2.88904 2.95665 0.68036 -0.018 0.012 -0.005 0.00
H 4.06551 3.65627 2.76202 0.000 0.003 -0.002 0.00
H 3.20280 2.85557 4.95812 -0.001 0.003 0.002 0.00
S 4.23836 1.69266 -0.97171 0.019 -0.032 -0.018 0.03
Sb 3.41471 -0.43722 -1.26499 0.018 -0.017 0.025 0.01
S 2.37617 -1.11881 0.86943 0.125 -0.045 0.031 0.02
S 1.14120 -0.10121 -2.19770 -0.012 0.006 -0.009 0.00
O 0.55393 4.14502 0.17485 -0.004 -0.019 -0.001 0.30
S 0.69956 2.87261 -0.58478 0.012 0.008 0.022 0.46
N 0.79988 1.61979 0.50320 0.030 0.014 -0.028 0.12
C 0.96238 -4.11758 -2.39660 0.000 -0.017 0.004 0.00
C 1.24611 -5.06027 -1.21528 -0.002 0.008 0.006 0.00
C 2.56800 -4.57763 -0.59926 -0.001 -0.003 -0.004 0.00
C 1.47300 -6.48559 -1.74876 -0.002 0.004 0.008 0.00
Si -0.18633 -5.03577 0.05860 -0.023 0.009 -0.026 0.00
Br -0.96239 -2.90197 0.19914 -0.002 -0.068 0.016 0.00
C -1.75900 -5.98196 -0.54038 -0.001 -0.001 0.002 0.00
C -3.03844 -5.53562 0.18725 0.005 0.006 -0.008 0.00
C -1.60281 -7.49663 -0.32781 -0.014 0.010 0.006 0.00
C -2.01443 -5.71703 -2.03215 0.003 -0.007 0.004 0.00
C 0.34102 -5.47686 1.84570 -0.002 0.015 -0.004 0.00
C -0.87373 -5.62131 2.77287 -0.001 0.000 -0.009 0.00
C 1.11878 -6.80303 1.87208 -0.004 0.003 0.006 0.00
C 1.21766 -4.36541 2.44766 0.008 0.005 -0.003 0.00
H 1.76811 -4.22913 -3.13024 0.002 0.003 -0.003 0.00
H 0.96107 -3.07323 -2.08017 0.000 -0.004 -0.004 0.00
H 0.02028 -4.32413 -2.90296 -0.004 0.000 -0.003 0.00
H 3.32272 -4.54101 -1.39238 0.002 0.001 -0.007 0.00
H 2.94323 -5.24708 0.17530 0.001 -0.016 -0.001 0.00
H 2.48578 -3.57251 -0.18226 -0.001 -0.001 -0.006 0.00
H 2.35043 -6.47474 -2.40371 0.002 -0.002 -0.002 0.00
H 0.63450 -6.85855 -2.33675 -0.008 -0.009 0.001 0.00
H 1.67332 -7.20302 -0.94934 -0.001 -0.004 0.003 0.00
H -2.99518 -5.67944 1.26381 0.013 0.001 0.025 0.00
H -3.87612 -6.13136 -0.19286 -0.002 -0.006 0.000 0.00
H -3.26396 -4.48687 -0.00361 -0.003 -0.003 0.003 0.00
H -1.56763 -7.75608 0.73140 -0.002 0.003 -0.009 0.00
H -0.71043 -7.90284 -0.80409 0.033 -0.008 -0.021 0.00
H -2.46932 -8.01012 -0.75926 -0.002 -0.003 -0.003 0.00
H -2.11961 -4.64849 -2.23346 -0.006 0.003 0.006 0.00
H -2.95234 -6.20457 -2.32080 -0.005 -0.002 -0.001 0.00
H -1.22947 -6.11164 -2.67555 -0.003 0.007 -0.001 0.00
H -1.49298 -6.48457 2.52449 -0.004 0.004 -0.002 0.00
H -1.49575 -4.72410 2.76617 -0.010 0.006 -0.004 0.00
H -0.51444 -5.75990 3.79816 0.001 -0.003 0.005 0.00
H 0.54118 -7.63600 1.46564 0.009 0.001 0.003 0.00
H 1.36277 -7.04923 2.91115 0.005 -0.001 0.004 0.00
H 2.05861 -6.74483 1.32450 0.020 0.010 -0.014 0.00
H 0.66607 -3.42908 2.54481 -0.003 0.002 0.002 0.00
H 2.11286 -4.14839 1.87008 -0.021 -0.009 0.028 0.00
H 1.52858 -4.67554 3.45163 -0.001 -0.002 0.008 0.00
N -1.72004 -1.30134 -2.61737 0.063 -0.007 -0.004 0.00
C -2.34215 -0.47350 -1.76151 -0.011 0.027 0.007 0.01
N -1.77878 0.14261 -0.75613 -0.026 -0.047 -0.037 0.01
C -2.71844 0.93740 -0.08465 -0.017 -0.002 0.031 0.00
C -2.45911 1.81562 0.96458 0.029 0.017 0.019 0.00
C -3.50283 2.53528 1.51656 -0.003 0.001 -0.005 0.00
C -4.80785 2.40513 1.04298 0.004 -0.010 -0.008 0.00
C -5.07944 1.56004 -0.01825 0.001 0.018 0.007 0.00
C -4.02661 0.84630 -0.57014 -0.001 0.023 -0.023 0.00
S -4.06734 -0.22305 -1.94228 0.001 -0.021 0.009 0.00
H -0.69511 -1.24575 -2.64125 -0.038 0.017 -0.004 0.00
H -2.19178 -1.53609 -3.47250 0.006 0.002 0.002 0.00
H -1.44961 1.93984 1.32259 -0.040 0.005 -0.018 0.00
H -3.29396 3.21883 2.32915 -0.001 0.003 0.004 0.00
H -5.60836 2.97690 1.49360 -0.005 0.001 0.004 0.00
H -6.08164 1.46589 -0.41565 -0.006 -0.002 0.001 0.00
```
Forces are in eV/Å.

* charge: -1
* LUMO energy (spin up / spin down): 1.87 / 1.67 eV
* frontier orbital gap (spin up / spin down): 5.891 / 5.784 eV
* 2S+1: 4
* HOMO level (spin up / spin down): -4.02 / -4.12 eV
* largest force on an atom: 0.0037 hartree/bohr
* expectation value of S²: 3.778
* energy relative to the best compared isomer or geometry (same formula, charge and spin): 1.3599 eV

***

No. 2
DFT (ωB97M-V with the def2-TZVPD basis set) results for C28H37BrCsGeN2O4 as an isolated structure.

The geometry in XYZ format:
```
74
Properties=species:S:1:pos:R:3:forces:R:3:lowdin_spin:R:1
Cs 0.55872 -0.27633 -0.81289 0.152 -0.479 -0.176 0.01
C -1.72263 4.34144 -0.46858 0.636 1.487 0.674 0.02
C -1.55493 2.93837 -0.94574 0.431 0.274 0.668 0.01
C -1.16167 2.88091 -2.40704 0.629 -0.606 0.055 0.00
C -2.86573 2.21426 -0.69145 0.423 -0.017 0.940 0.00
O -0.44538 2.38036 -0.13857 -0.279 -0.069 -0.645 0.14
Ge 0.11964 2.61968 1.55364 0.424 -0.684 -0.310 0.40
O -0.81714 1.32184 2.34215 -0.002 0.177 1.487 0.16
C -1.36467 1.11518 3.72997 0.232 0.560 -0.482 0.00
C -2.35799 -0.02083 3.43684 0.895 -0.009 -0.399 0.00
C -0.32893 0.75555 4.77126 1.018 -1.363 -0.450 0.00
C -1.96596 2.43530 4.26314 -0.460 -0.016 -1.203 0.01
O 1.86127 1.95099 1.44067 -1.346 0.371 -0.246 0.15
C 2.98988 2.74799 1.79030 -0.029 0.345 -0.360 0.01
C 4.16695 1.82190 1.86923 0.333 -0.435 -0.366 0.01
C 3.26789 3.86250 0.73394 1.361 -0.469 -0.254 0.00
C 2.81429 3.29094 3.18263 -0.391 1.223 1.226 0.02
H -2.39494 4.90146 -1.11957 -0.329 -0.056 0.283 0.00
H -2.06820 4.33642 0.60123 0.079 0.189 -0.987 0.01
H -0.75994 4.89762 -0.51466 -0.411 -0.381 0.114 0.00
H -1.72111 3.57603 -3.00650 -0.572 0.113 -0.230 0.00
H -0.12797 3.10573 -2.58815 0.716 0.536 0.322 0.00
H -1.24181 1.87483 -2.80113 -0.526 -0.264 -0.121 0.00
H -3.75936 2.81927 -0.87389 0.306 0.022 -0.033 0.00
H -2.91898 1.30487 -1.22652 -0.135 -1.026 -0.782 0.00
H -2.81351 1.90657 0.34855 -0.426 0.094 0.349 0.00
H -1.81342 -0.76936 2.80091 -0.635 0.648 0.548 0.00
H -2.72488 -0.53085 4.32248 -0.081 0.139 0.198 0.00
H -3.17614 0.40721 2.86611 -0.214 -0.227 -0.117 0.00
H 0.33922 -0.05432 4.43952 -0.094 0.253 -0.167 0.00
H 0.28368 1.61542 5.01959 0.132 0.078 0.131 0.00
H -0.78083 0.34077 5.67798 -0.240 0.425 -0.080 0.00
H -2.58743 2.84755 3.44905 0.084 0.139 0.449 0.00
H -2.60752 2.24197 5.12331 0.050 -0.010 0.028 0.00
H -1.18737 3.17487 4.55656 -0.451 -0.559 -0.302 0.00
H 4.52437 1.61548 0.89237 0.342 -0.363 -1.158 0.00
H 5.00911 2.27576 2.37888 0.001 -0.008 0.407 0.00
H 3.87299 0.86679 2.29038 0.055 0.008 0.444 0.00
H 3.43524 3.46177 -0.31881 -0.238 0.190 1.435 0.00
H 2.50885 4.62449 0.65725 -0.548 0.175 0.197 0.00
H 4.21174 4.38988 1.04441 -0.769 -0.439 -0.371 0.00
H 2.77037 2.50456 3.97943 -0.092 0.441 -0.895 0.00
H 3.66011 3.96292 3.45786 -0.572 -0.371 -0.221 0.00
H 1.87823 3.89966 3.22288 0.562 -0.281 0.213 0.02
Br -6.50877 -4.80023 -2.83921 0.256 0.558 0.422 0.00
C -5.09949 -3.66011 -2.15501 -0.038 0.229 0.071 0.00
C -5.35274 -2.46830 -1.38991 1.304 -1.161 -0.677 0.00
C -4.28135 -1.71625 -0.99394 -1.156 -0.083 0.044 0.00
C -2.93965 -1.97317 -1.34154 1.976 -1.707 -1.026 0.00
O -1.97978 -1.24928 -0.98445 -0.277 0.898 0.451 0.00
C -2.63963 -3.21451 -2.07350 -3.124 0.242 0.885 0.00
C -1.33219 -3.70577 -2.24104 2.153 0.250 -1.549 0.00
N -0.15336 -3.05112 -2.25276 -3.010 -0.650 0.462 0.00
C 0.97888 -3.81695 -2.31620 0.223 0.132 -0.174 0.00
C 1.05533 -5.04651 -1.70441 0.115 -0.556 0.667 0.00
C 2.28311 -5.75939 -1.62196 0.243 0.314 -1.167 0.00
C 3.41786 -5.26401 -2.23287 -0.037 0.124 0.433 0.00
C 3.38315 -3.93638 -2.81894 -0.588 -1.629 0.786 0.00
C 4.55836 -3.29776 -3.15877 1.297 1.137 -0.085 0.00
C 4.52693 -1.97496 -3.57611 -0.017 -0.927 -0.262 0.00
C 3.26805 -1.32241 -3.63451 0.791 -1.295 -0.151 0.00
N 2.15281 -1.89222 -3.24835 -0.399 -0.617 -0.373 0.00
C 2.17654 -3.21674 -2.89670 -0.225 0.559 1.173 0.00
C -3.82077 -4.04370 -2.42158 2.376 0.138 -0.260 0.00
H -6.33680 -2.22594 -1.07673 -0.746 0.189 0.137 0.00
H -4.42047 -0.89808 -0.32428 -0.224 0.637 0.266 0.00
H -1.32499 -4.76663 -2.58391 0.148 0.438 0.253 0.00
H 0.16363 -5.43091 -1.15881 0.882 0.343 -0.512 0.00
H 2.28131 -6.73109 -1.14964 0.148 -0.015 0.141 0.00
H 4.39615 -5.79444 -2.16627 -0.925 0.469 -0.116 0.00
H 5.50352 -3.83928 -2.97130 -0.485 0.425 -0.449 0.00
H 5.44544 -1.51493 -3.93061 -0.242 0.224 0.217 0.00
H 3.20251 -0.36872 -4.11083 -0.108 0.808 0.162 0.00
H -3.60770 -4.99763 -2.95489 -0.330 0.772 0.418 0.00
```
Forces are in eV/Å.

* LUMO energy (spin up / spin down): 0.00 / -2.11 eV
* frontier orbital gap (spin up / spin down): 6.550 / 4.439 eV
* 2S+1: 2
* HOMO level (spin up / spin down): -6.55 / -6.55 eV
* largest force on an atom: 0.0633 hartree/bohr
* expectation value of S²: 0.755

***

The highest largest force on an atom belongs to which entry? C28H37BrCsGeN2O4

***

largest force on an atom of number 2 (C28H37BrCsGeN2O4)? 0.0633 hartree/bohr

***

Which of these has the highest largest force on an atom? C28H37BrCsGeN2O4

***

The highest expectation value of S² belongs to which entry? C28H37BrClIN4O2S5SbSiV